{"formula": "C3H10N2O", "method": "ωB97M-V/def2-TZVPD", "symbols": ["N", "C", "C", "O", "C", "N", "H", "H", "H", "H", "H", "H", "H", "H", "H", "H"], "coordinates": [[-1.86551, -0.32335, 0.02365], [-0.59624, -1.02409, 0.03975], [0.74359, -0.40282, -0.36750], [1.82486, -1.23197, -0.11900], [1.03138, 0.97050, 0.30905], [0.09093, 2.10977, -0.07014], [-2.49952, -0.96542, 0.52415], [-2.30663, -0.31914, -0.92589], [-0.60241, -1.19858, 1.15264], [-0.66637, -2.00763, -0.39786], [0.80781, -0.19235, -1.52560], [1.83502, -1.51301, 0.83758], [0.82020, 0.92041, 1.43899], [2.02467, 1.26211, 0.08911], [-0.83671, 1.77688, 0.09514], [0.19494, 2.13870, -1.10407]], "forces_ev_per_a": [[-1.70, 0.10, -1.71], [0.31, -0.93, 2.09], [-0.46, 2.74, -1.65], [0.48, -1.63, 1.51], [-3.29, 0.52, 1.58], [2.02, -1.12, -1.46], [0.29, 0.74, -0.10], [0.76, 0.24, 0.82], [1.18, -0.22, -0.72], [0.15, -0.49, -0.44], [-0.41, -0.51, 1.96], [-0.12, 0.52, -1.41], [0.92, -0.42, -1.39], [1.03, 0.25, 0.01], [-0.73, -0.21, 0.13], [-0.41, 0.43, 0.78]], "charge": 0, "smiles": "NCC(O)CN", "orbital_gap_ev": 9.82}



{"formula": "C12H16MnN7S6", "method": "ωB97M-V/def2-TZVPD", "symbols": ["Mn", "C", "N", "C", "C", "N", "N", "C", "N", "N", "H", "H", "H", "H", "H", "H", "H", "H", "H", "H", "H", "S", "C", "S", "C", "C", "S", "S", "S", "C", "C", "C", "C", "N", "C", "S", "N", "H", "H", "H", "H", "H"], "coordinates": [[-0.55850, 0.77490, -0.52157], [-2.00697, -1.15062, 3.68306], [-0.83800, -1.73576, 3.07114], [-0.03415, -2.54122, 3.95964], [-0.25247, -1.06850, 2.01225], [-0.55747, 0.10875, 1.61622], [0.68011, -1.83708, 1.33303], [1.41282, -1.39483, 0.24512], [2.07385, -2.39166, -0.44817], [1.55799, -0.13521, 0.01467], [-2.53033, -1.91522, 4.25486], [-2.67645, -0.79653, 2.90231], [-1.76288, -0.32152, 4.35804], [-0.53939, -3.49117, 4.15424], [0.11129, -2.02493, 4.91411], [0.94410, -2.73191, 3.52644], [-1.18727, 0.61373, 2.23218], [0.48272, -2.82845, 1.34601], [1.61252, -3.29140, -0.42861], [2.24802, -2.11952, -1.41770], [2.24019, 0.03388, -0.72540], [-5.21280, 5.88180, 1.85135], [-4.16319, 4.77586, 1.24380], [-2.48146, 5.08729, 0.92386], [-2.05464, 3.48290, 0.32158], [-3.07663, 2.57876, 0.28009], [-2.99941, 0.94934, -0.26808], [-4.63867, 3.15224, 0.84846], [-0.42506, 3.21296, -0.15457], [3.68658, -0.61443, -4.09311], [2.31872, -0.17376, -3.66304], [1.88713, 1.14009, -3.83278], [0.67778, 1.49347, -3.25358], [-0.07196, 0.61311, -2.58846], [0.36954, -0.68111, -2.57193], [-0.67611, -1.80116, -1.82857], [1.55655, -1.07562, -3.05033], [3.92778, -0.21858, -5.07710], [3.75465, -1.69948, -4.10632], [4.42315, -0.22216, -3.38948], [2.49230, 1.85805, -4.36762], [0.28602, 2.50473, -3.30605]], "forces_ev_per_a": [[-0.54, 0.25, 0.91], [-0.12, 0.11, -0.17], [0.11, -0.11, -0.12], [0.00, -0.17, 0.13], [-0.51, 0.86, 0.14], [0.08, -0.51, 0.30], [-0.08, -0.43, -0.31], [0.90, 0.27, -0.26], [0.22, -0.01, 0.43], [0.19, 0.06, -0.15], [0.03, -0.06, 0.03], [-0.08, 0.09, 0.00], [0.02, 0.03, 0.02], [0.10, -0.02, 0.08], [0.06, -0.02, 0.06], [-0.01, -0.04, 0.05], [0.01, -0.15, -0.13], [0.01, 0.18, -0.06], [-0.04, 0.13, -0.03], [-0.17, -0.06, 0.12], [-0.16, -0.26, 0.10], [-0.32, 0.48, 0.24], [0.40, -0.49, -0.28], [-0.59, -0.54, 0.00], [-1.01, -0.16, 0.17], [0.29, 0.71, 0.23], [-0.37, -0.57, -0.23], [0.58, 0.55, 0.02], [0.84, 0.17, -0.21], [-0.07, 0.08, -0.01], [-0.24, 0.07, 0.20], [-0.03, 0.07, -0.19], [-0.01, -0.21, 0.01], [1.04, 0.08, -0.86], [-1.01, -0.30, 0.11], [-0.40, -0.18, -0.01], [0.75, 0.04, -0.44], [0.06, 0.02, -0.08], [-0.04, 0.00, 0.01], [0.06, -0.02, 0.00], [-0.03, 0.06, 0.01], [0.10, 0.00, 0.17]], "charge": -1, "multiplicity": 6, "orbital_gap_ev": [5.48, 5.58], "s_squared": 8.758}



{"formula": "C6H13O2", "method": "ωB97M-V/def2-TZVPD", "symbols": ["C", "C", "C", "H", "H", "H", "H", "H", "H", "H", "H", "C", "C", "C", "O", "O", "H", "H", "H", "H", "H"], "coordinates": [[1.36685, -1.85758, -1.93760], [-0.07015, -1.96943, -1.37261], [2.30122, -2.72469, -1.08875], [1.27718, -2.20474, -2.95479], [1.55038, -0.78176, -1.88179], [-0.82674, -2.55691, -1.90721], [-0.57564, -0.99200, -1.32271], [3.23861, -2.27704, -0.77170], [1.79007, -3.04431, -0.19227], [-0.16043, -2.05026, -0.28085], [2.41698, -3.68034, -1.62340], [-0.53299, 2.44449, 0.84212], [-1.07618, 2.62611, -0.54257], [-0.78058, 0.98272, 1.49470], [-0.99648, 0.08855, 0.65313], [-0.65930, 0.90934, 2.72952], [0.57032, 2.41944, 0.79511], [-0.72609, 3.16723, 1.63540], [-1.94023, 3.33979, -0.55568], [-1.36357, 1.64643, -0.92298], [-0.54029, 3.27443, -1.24614]], "forces_ev_per_a": [[-1.66, 0.06, 1.36], [-1.40, 1.57, 0.51], [-0.31, -0.75, -0.57], [0.60, 0.17, -0.51], [0.63, -0.25, -0.26], [0.61, -0.59, 0.13], [0.34, 0.17, -0.70], [0.23, -0.04, -0.38], [-0.15, 0.27, 0.44], [0.43, -0.93, -0.19], [0.68, 0.25, 0.09], [1.55, -1.27, 1.18], [-1.67, 1.93, -0.26], [-0.01, 1.09, -0.62], [-0.15, -0.39, 0.06], [-0.02, 0.06, -0.02], [-0.12, 0.09, -0.04], [-0.47, 0.28, -0.37], [-0.35, -1.07, 0.52], [0.10, 0.18, -0.33], [1.14, -0.84, -0.02]], "charge": -1, "orbital_gap_ev": 7.87}



Listing relative energy (zero: lowest compared OMol25 entry of this formula, charge and spin) for the structures above in their given order: 1.7001 0.4555 1.3147 eV.